Arrangement P

This record from the Open Molecules 2025 dataset describes 2 unconnected molecules or ions with the total composition C4H8N3O2. The level of theory is wB97M-V/def2-TZVPD.

Summary:
E_HOMO: -13.3918 eV
total charge: +1

The geometry in XYZ format:
```
17
C4H8N3O2 (wB97M-V/def2-TZVPD)
O 1.356 -2.591 3.801
C -0.551 0.538 -2.495
C 1.674 -1.079 2.199
H -2.143 0.879 -1.460
H -1.533 2.529 -3.003
H -0.623 -2.753 3.130
O -0.392 -2.006 2.640
H 2.727 -1.034 2.208
H -1.121 0.060 -3.212
N -1.170 1.228 -1.357
H 0.342 0.140 -2.122
N 0.920 -1.921 2.903
H 0.205 2.616 -2.249
N 0.427 0.578 0.700
H -0.449 1.106 -0.446
C -0.679 2.000 -2.470
C 1.009 -0.289 1.234
```

=====

Arrangement Q

This record from the Open Molecules 2025 dataset describes a gas-phase ion, C4H8N3O2 (charge +1). The level of theory is wB97M-V/def2-TZVPD.

Summary:
SMILES: NO[C@]12C[C@@H]3CN1[N@H+]2O3
E_HOMO: -15.0395 eV
total charge: +1

The geometry in XYZ format:
```
17
C4H8N3O2 (wB97M-V/def2-TZVPD)
C -1.476 -0.542 -1.164
O 1.441 -1.069 0.548
C -1.361 0.877 -0.502
O -0.293 1.459 -1.205
N 0.551 0.466 -1.178
C 0.405 -0.311 0.146
H -1.933 -0.549 -2.188
H -1.131 -0.020 1.724
H -2.209 1.635 -0.181
N 2.225 -0.515 1.697
H -1.963 -1.272 -0.520
H -0.103 1.317 1.216
H 1.348 0.598 -1.840
H 2.171 -1.302 2.311
C -0.709 0.519 0.831
H 3.114 -0.419 1.408
N -0.078 -0.873 -1.103
```

=====

Arrangement R

This record from the Open Molecules 2025 dataset describes a gas-phase ion, C4H8N3O2 (charge +1). The level of theory is wB97M-V/def2-TZVPD.

Summary:
SMILES: NC(=[NH2+])/C=C\NC(=O)O
E_HOMO: -13.5403 eV
total charge: +1

The geometry in XYZ format:
```
17
C4H8N3O2 (wB97M-V/def2-TZVPD)
N -1.418 -0.969 0.023
C 1.451 0.178 0.099
N 2.345 0.855 -0.626
C -0.268 -1.696 -0.127
O -1.058 1.230 -0.685
H -0.276 -2.815 -0.070
H -2.326 -1.362 0.226
H -3.336 1.558 0.156
H 1.818 -2.001 -0.465
H 0.256 0.396 1.713
C -1.731 0.378 -0.295
C 1.025 -1.251 -0.134
O -2.981 0.548 0.146
H 0.728 1.848 1.059
H 2.766 0.372 -1.410
N 0.729 0.872 1.034
H 2.277 1.859 -0.644
```

=====

Top of the stability list: arrangement R, leading by 560.0 kJ/mol.